No. 1
48
Properties=species:S:1:pos:R:3 method="wB97M-V/def2-TZVPD" multiplicity=3 de_lowest_kcal_mol=1.0 max_force_ev_per_a=0.61 e_lumo_ha="-0.254 / -0.238" charge=+2 orbital_gap_ev="7.8 / 8.2" energy_ev=-53408.5688
V -0.617 0.776 0.209
F -5.583 0.564 1.966
N 0.550 0.838 2.062
N -1.177 -0.271 -1.621
N -1.296 -1.089 1.054
N 1.192 0.001 -0.394
C -3.545 1.794 -0.727
C -1.141 2.554 -0.713
C -1.955 -1.485 -1.248
C 0.033 -0.535 -2.443
C 1.300 -0.511 -1.628
C 3.511 -0.319 -0.016
C -4.542 1.106 1.340
C -1.358 -2.120 -0.013
C 2.006 0.656 1.783
C 2.260 0.084 0.408
C 3.636 -0.833 -1.299
C -2.382 2.111 1.370
C 2.519 -0.939 -2.117
C -2.402 2.258 -0.030
C -0.370 -1.446 2.161
C -4.604 1.238 -0.053
C -3.467 1.551 2.067
C -0.046 -0.199 2.954
H -3.490 1.514 3.148
H 4.603 -1.158 -1.660
H -0.963 0.225 3.367
H -0.475 3.223 -0.151
H -2.974 -1.152 -1.037
H -2.230 -0.968 1.448
H -0.061 -1.488 -2.970
H -5.498 0.916 -0.572
H -1.605 2.610 1.942
H -2.000 -2.190 -2.080
H 0.442 1.731 2.532
H -3.610 1.927 -1.801
H 2.591 -1.347 -3.116
H -1.181 2.756 -1.777
H 2.454 0.018 2.549
H -1.792 0.322 -2.168
H 2.488 1.632 1.857
H -0.335 -2.455 -0.199
H 4.365 -0.241 0.643
H -1.938 -2.987 0.304
H 0.099 0.244 -3.206
H -0.802 -2.213 2.806
H 0.534 -1.864 1.712
H 0.624 -0.424 3.786

No. 2
48
Properties=species:S:1:pos:R:3 method="wB97M-V/def2-TZVPD" de_lowest_kcal_mol=13.3 max_force_ev_per_a=1.49 e_lumo_ha=0.133 charge=-2 orbital_gap_ev=5.4 energy_ev=-125544.7412
Cs -1.909 0.930 -0.346
I -0.254 5.166 -4.691
I 2.610 4.612 0.486
Br -7.033 -5.329 0.416
O -3.233 4.957 -0.438
O -3.779 -1.030 -0.022
O 2.084 0.355 3.018
O 2.085 1.524 -0.211
O -1.696 -1.789 -0.431
O -2.005 3.263 -1.227
O 0.017 0.040 2.150
N 1.057 0.349 -2.397
N 1.866 -1.040 1.310
N 1.307 -1.559 0.130
C -4.758 -3.640 0.093
C -2.915 -1.912 -0.187
C -2.225 4.249 -0.486
C -0.145 0.437 -4.455
C 0.574 3.908 -3.265
C -5.175 -4.951 0.188
C 1.671 2.265 -1.127
C 1.528 1.385 3.821
C 1.208 -0.186 2.123
C -4.285 -6.011 0.127
C 0.485 2.493 -3.366
C 1.722 3.672 -1.142
C 1.187 4.449 -2.165
C -2.938 -5.730 -0.040
C -2.501 -4.418 -0.144
C 0.483 -0.254 -3.410
C -0.137 1.804 -4.429
C -3.404 -3.369 -0.078
C 1.052 1.693 -2.346
H -2.227 -6.546 -0.089
H 2.314 1.678 4.515
H 0.355 -1.859 0.315
H 0.503 -1.340 -3.408
H 1.249 5.526 -2.062
H -0.624 2.378 -5.208
H 1.246 2.234 3.196
H -5.439 -2.803 0.148
H -1.454 -4.184 -0.282
H 1.280 -0.804 -0.562
H -0.631 -0.109 -5.254
H 2.868 -0.955 1.294
H -1.401 4.493 0.259
H 0.651 1.026 4.362
H -4.641 -7.029 0.209

No. 3
6
Properties=species:S:1:pos:R:3 method="wB97M-V/def2-TZVPD" de_lowest_kcal_mol=4.4 max_force_ev_per_a=2.78 e_lumo_ha=-0.053 orbital_gap_ev=11.0 energy_ev=-20062.3097
S 2.210 -0.565 -0.625
O 1.911 -1.957 -0.529
O -1.599 1.758 -0.159
O -1.992 -0.191 0.935
O 1.205 0.211 0.040
C -1.735 0.744 0.338

No. 4
17
Properties=species:S:1:pos:R:3 method="wB97M-V/def2-TZVPD" de_lowest_kcal_mol=218.3 max_force_ev_per_a=17.88 e_lumo_ha=0.025 orbital_gap_ev=9.3 energy_ev=-8885.6883
N -2.616 0.141 -0.446
C -1.577 -0.148 0.567
C -0.156 0.492 0.324
C -0.453 -0.714 -0.304
C 1.881 0.887 -0.147
C 2.137 -0.641 -0.046
C 0.980 -1.383 -0.228
C 0.854 1.430 -0.002
H -1.631 -0.659 1.592
H 1.085 -2.391 0.144
H -0.862 -0.820 -1.391
H 0.619 2.405 -0.325
H -2.953 1.493 -0.414
H 2.716 1.501 -0.549
H -3.571 -0.478 -0.219
H 3.045 -1.076 0.160
H 0.501 -0.039 1.282

No. 5
22
Properties=species:S:1:pos:R:3 method="wB97M-V/def2-TZVPD" de_lowest_kcal_mol=58.9 max_force_ev_per_a=3.79 e_lumo_ha="-0.198 / -0.198" charge=+1 orbital_gap_ev="7.0 / 7.0" energy_ev=-20566.5490
I -2.708 -1.042 -0.150
N 2.734 -2.133 0.896
N 0.015 -0.177 -1.566
C 1.973 -1.552 -1.255
C 1.787 -1.386 1.416
C 0.084 0.291 1.305
C 2.885 -2.183 -0.456
C -1.981 0.872 -0.028
C -2.944 1.808 -0.712
C 0.786 -0.708 0.684
C 0.899 -0.754 -0.787
C -0.949 1.142 0.837
H -0.770 2.090 1.278
H -2.580 2.880 -0.562
H 0.264 -0.096 -2.516
H -3.903 1.738 -0.362
H 0.320 0.592 2.378
H 1.530 -1.440 2.453
H 1.890 -1.579 -2.331
H 3.380 -2.611 1.525
H 3.565 -2.898 -0.961
H -3.112 1.404 -1.810

No. 6
13
Properties=species:S:1:pos:R:3 method="wB97M-V/def2-TZVPD" smiles=C1N[C@H]1[C@H]1CO1 de_lowest_kcal_mol=69.4 max_force_ev_per_a=0.42 e_lumo_ha=0.043 orbital_gap_ev=10.8 energy_ev=-7796.6345
O 0.992 -0.728 1.003
N -1.095 0.932 0.422
C 0.763 -0.513 -0.385
C -1.787 -0.256 -0.073
C -0.527 0.199 -0.700
C 1.787 0.249 0.333
H -0.539 0.703 -1.668
H -1.743 -1.185 0.493
H 1.560 1.284 0.593
H 1.070 -1.346 -1.019
H -2.755 -0.006 -0.494
H 2.841 0.002 0.244
H -0.566 0.663 1.252